1.
C31H42F5N2O3Si2 | ωB97M-V/def2-TZVPD

CARTESIAN COORDINATES (ANGSTROEM)
C 1.581 0.775 3.971
Si 2.230 -0.196 2.531
C 2.343 0.911 1.042
C 3.703 -1.258 2.845
O 1.085 -1.572 2.431
C -0.180 -1.483 2.632
C -0.885 -2.570 3.407
C -2.296 -2.644 2.793
O -0.773 -0.319 2.530
Si -1.975 0.788 1.936
C -3.054 1.284 3.363
C -0.973 2.224 1.337
C -2.963 -0.026 0.591
H 2.463 1.224 4.450
H 0.910 1.593 3.683
H 1.076 0.152 4.720
H 3.277 1.481 1.180
H 2.426 0.364 0.095
H 1.531 1.641 0.955
H 4.510 -0.650 3.278
H 3.474 -2.087 3.530
H 4.071 -1.701 1.910
H -0.934 -2.097 4.419
H -2.614 -3.665 2.583
H -3.017 -2.197 3.486
H -2.321 -2.107 1.834
H -3.697 2.109 3.023
H -3.706 0.471 3.705
H -2.462 1.649 4.212
H -1.655 3.040 1.058
H -0.296 2.613 2.107
H -0.396 1.970 0.443
H -3.526 0.773 0.084
H -2.332 -0.515 -0.160
H -3.693 -0.752 0.967
C -3.661 -6.570 9.240
N -3.593 -5.937 7.942
C -4.672 -5.264 7.422
O -5.796 -5.218 7.909
C -4.230 -4.632 6.104
C -4.372 -3.118 6.092
C -5.805 -2.707 6.185
C -6.288 -1.997 7.283
F -5.425 -1.629 8.266
C -7.637 -1.683 7.424
F -8.077 -1.021 8.514
C -8.536 -2.069 6.427
F -9.847 -1.785 6.556
C -8.074 -2.745 5.296
F -8.941 -3.110 4.327
C -6.720 -3.044 5.186
F -6.284 -3.696 4.071
N -2.855 -5.102 6.010
C -2.139 -4.997 4.851
C -0.891 -4.468 4.800
C -0.306 -3.892 3.518
C 1.237 -4.241 3.438
C 1.859 -4.340 2.191
C 3.097 -4.997 2.055
C 3.752 -5.517 3.170
C 3.153 -5.394 4.421
C 1.916 -4.742 4.560
C -2.334 -5.604 7.287
C -1.586 -4.517 8.073
C -1.407 -6.813 7.098
H -4.701 -6.563 9.569
H -3.301 -7.602 9.168
H -3.038 -6.033 9.966
H -4.818 -5.048 5.274
H -3.821 -2.683 6.938
H -3.926 -2.729 5.163
H -2.638 -5.288 3.915
H -0.382 -4.220 5.737
H -0.681 -4.462 2.654
H 1.386 -3.920 1.302
H 3.538 -5.099 1.065
H 4.721 -6.010 3.069
H 3.620 -5.808 5.311
H 1.487 -4.651 5.557
H -2.215 -3.624 8.185
H -1.348 -4.912 9.068
H -0.647 -4.250 7.576
H -1.935 -7.625 6.586
H -0.527 -6.526 6.511
H -1.066 -7.171 8.076

Atoms 1-3, force components in eV/Å:
0.2 0.1 0.3
-0.1 -0.1 0.1
0.0 -0.2 -0.2

Computed properties:
multiplicity = 1
frontier orbital gap = 7.06 eV
energy = -71290.2060 eV
net charge = +1
LUMO energy = -0.1258 Eh

=====

2.
C39H50N2O5P2PtS3Si2 | ωB97M-V/def2-TZVPD

CARTESIAN COORDINATES (ANGSTROEM)
Pt -0.833 0.219 -0.067
C -3.991 1.055 3.357
Si -2.418 0.002 3.298
C -1.727 -0.013 5.084
C -2.735 -1.794 2.778
N -1.019 0.463 2.386
P -0.081 1.768 2.327
C 0.471 1.757 0.665
P 1.919 1.304 -0.188
N 1.370 0.036 -1.015
Si 1.885 -0.500 -2.583
C 3.777 -0.698 -2.578
C 1.404 0.681 -3.983
C 1.027 -2.181 -2.774
C 3.303 0.831 0.873
C 3.609 -0.518 1.000
C 4.655 -0.915 1.814
C 5.386 0.035 2.510
C 5.058 1.381 2.413
C 4.015 1.783 1.596
C 2.487 2.675 -1.226
C 3.830 2.898 -1.516
C 4.185 3.901 -2.404
C 3.208 4.683 -3.003
C 1.868 4.454 -2.723
C 1.505 3.451 -1.840
C -0.400 3.488 2.835
C 0.094 4.493 2.010
C -0.140 5.822 2.321
C -0.857 6.153 3.461
C -1.334 5.151 4.292
C -1.107 3.819 3.982
C 1.280 1.284 3.449
C 1.596 -0.073 3.513
C 2.531 -0.523 4.429
C 3.156 0.375 5.284
C 2.870 1.728 5.197
C 1.938 2.186 4.279
H -4.746 0.608 4.005
H -4.416 1.165 2.364
H -3.775 2.059 3.723
H -2.464 -0.436 5.768
H -1.482 0.992 5.429
H -0.821 -0.613 5.144
H -2.898 -2.440 3.640
H -1.874 -2.170 2.227
H -3.604 -1.861 2.125
H 4.255 0.283 -2.554
H 4.131 -1.217 -3.469
H 4.126 -1.251 -1.707
H 2.069 1.546 -4.013
H 0.389 1.056 -3.839
H 1.457 0.186 -4.953
H 1.552 -2.972 -2.236
H 0.971 -2.482 -3.821
H 0.009 -2.126 -2.384
H 3.015 -1.235 0.452
H 4.892 -1.966 1.913
H 6.212 -0.273 3.136
H 5.612 2.114 2.983
H 3.749 2.831 1.517
H 4.595 2.294 -1.046
H 5.228 4.077 -2.633
H 3.491 5.474 -3.685
H 1.101 5.054 -3.196
H 0.463 3.250 -1.629
H 0.642 4.223 1.115
H 0.242 6.600 1.675
H -1.052 7.191 3.698
H -1.894 5.407 5.182
H -1.486 3.032 4.622
H 1.086 -0.760 2.849
H 2.767 -1.577 4.487
H 3.866 0.022 6.021
H 3.365 2.431 5.854
H 1.714 3.243 4.218
O -2.223 2.585 1.355
S -2.974 1.958 0.282
O -3.088 0.471 0.430
O -4.251 2.566 0.022
S -1.787 2.197 -1.362
O 0.314 -2.119 0.713
H 0.927 -1.947 -0.014
H -0.484 -2.483 0.301
C -4.952 1.843 -5.354
C -4.629 0.839 -4.285
C -3.361 0.281 -4.201
C -3.033 -0.568 -3.156
C -3.985 -0.867 -2.201
C -5.266 -0.348 -2.285
C -5.584 0.503 -3.328
S -3.514 -1.848 -0.772
C -3.855 -3.428 -1.651
O -1.994 -1.846 -0.775
H -4.288 1.743 -6.211
H -4.826 2.848 -4.946
H -5.984 1.742 -5.686
H -2.603 0.545 -4.928
H -2.033 -0.975 -3.067
H -5.993 -0.587 -1.519
H -6.575 0.932 -3.388
H -3.417 -3.386 -2.645
H -4.935 -3.546 -1.714
H -3.417 -4.239 -1.074

Atoms 1-3, force components in eV/Å:
0.3 -0.3 0.2
0.5 -0.1 -0.3
-0.1 -0.6 0.9

Computed properties:
expectation value of S² = 6.021
multiplicity = 5
frontier orbital gap (spin up / spin down) = 7.36 / 6.20 eV
energy = -124557.3585 eV
ΔE to the lowest compared entry with this formula, charge and spin = 129.3 kJ/mol
LUMO energy (spin up / spin down) = 0.0163 / -0.0629 Eh

=====

3.
C49H36AsF4N6O2S5SiTeV | ωB97M-V/def2-TZVPD

CARTESIAN COORDINATES (ANGSTROEM)
V -0.300 -1.610 -0.184
C 5.843 2.162 -1.928
C 4.619 1.453 -1.467
C 4.784 0.267 -0.800
C 3.696 -0.448 -0.288
C 3.991 -1.653 0.529
O 3.303 -1.967 1.474
C 5.281 -2.423 0.205
C 5.966 -2.898 1.303
C 7.173 -3.570 1.172
C 7.734 -3.769 -0.077
C 7.026 -3.347 -1.201
C 5.809 -2.695 -1.055
C 2.373 0.075 -0.425
O 1.307 -0.510 0.086
C 2.224 1.274 -1.163
C 3.321 1.967 -1.655
C 0.830 1.833 -1.207
N 0.289 2.322 -0.160
C 1.000 2.472 1.077
C 1.084 3.970 1.408
Te -0.581 5.185 0.635
C 0.228 5.319 -1.294
C 1.559 5.679 -1.485
C 2.108 5.741 -2.753
C 1.312 5.447 -3.857
C -0.006 5.089 -3.688
C -0.568 5.061 -2.407
C 0.026 1.737 -2.446
C -1.345 1.943 -2.332
C -2.167 1.939 -3.444
C -1.603 1.691 -4.696
C -0.236 1.437 -4.826
C 0.580 1.465 -3.689
H 6.701 1.756 -1.399
H 5.777 3.236 -1.726
H 6.034 2.007 -2.999
H 5.795 -0.098 -0.664
H 5.520 -2.751 2.279
H 7.682 -3.854 2.063
H 8.710 -4.233 -0.222
H 7.419 -3.517 -2.203
H 5.260 -2.394 -1.931
H 3.208 2.949 -2.131
H 2.012 2.048 1.129
H 0.440 1.939 1.844
H 1.942 4.381 0.891
H 1.166 4.175 2.471
H 2.170 5.954 -0.638
H 3.154 5.998 -2.904
H 1.744 5.445 -4.844
H -0.626 4.776 -4.509
H -1.584 4.748 -2.245
H -1.751 2.176 -1.370
H -3.228 2.126 -3.361
H -2.230 1.670 -5.576
H 0.170 1.296 -5.824
H 1.645 1.286 -3.759
C 1.041 -1.327 6.523
Si 0.118 -2.400 5.296
C -1.404 -3.139 6.072
C 1.268 -3.689 4.715
C -0.546 -1.284 3.910
C -1.069 -0.037 4.235
C -1.549 0.844 3.290
C -1.442 0.501 1.944
N -0.917 -0.666 1.615
C -0.507 -1.559 2.540
S -0.001 -2.993 1.727
H 1.338 -1.863 7.428
H 0.465 -0.449 6.813
H 1.957 -0.994 6.042
H -1.170 -3.798 6.923
H -1.949 -3.732 5.340
H -2.079 -2.326 6.413
H 1.664 -4.282 5.557
H 2.091 -3.260 4.121
H 0.755 -4.360 4.034
H -1.132 0.270 5.281
H -1.941 1.804 3.584
H -1.760 1.215 1.184
S -0.096 -4.954 -4.113
As -0.657 -3.311 -2.852
S 0.776 -1.776 -2.247
S -1.091 -3.773 -0.786
S -2.311 -2.916 -4.068
F -6.781 0.847 0.935
C -6.685 -0.277 0.190
C -7.849 -0.975 -0.037
F -8.951 -0.401 0.489
C -7.941 -2.164 -0.752
C -6.692 -2.610 -1.151
C -5.542 -1.905 -1.001
F -4.423 -2.411 -1.551
C -5.469 -0.652 -0.383
C -4.178 0.090 -0.305
C -2.948 -0.400 -0.652
N -1.841 -0.649 -0.966
C -4.040 1.466 0.076
N -3.895 2.567 0.371
F -6.623 -3.803 -1.755
C -9.197 -2.820 -1.032
C -10.420 -2.392 -0.434
N -11.435 -2.127 0.065
C -9.294 -3.976 -1.854
N -9.442 -4.912 -2.503

Atoms 1-3, force components in eV/Å:
0.9 -0.4 0.0
0.3 0.3 -0.4
-0.5 0.4 -0.1

Computed properties:
expectation value of S² = 2.065
multiplicity = 3
frontier orbital gap (spin up / spin down) = 4.47 / 4.28 eV
energy = -231180.0561 eV
ΔE to the lowest compared entry with this formula, charge and spin = 102.8 kJ/mol
net charge = -2
LUMO energy (spin up / spin down) = 0.0885 / 0.0813 Eh

=====

4.
C26H31BNO | ωB97M-V/def2-TZVPD

CARTESIAN COORDINATES (ANGSTROEM)
C 1.962 3.348 1.312
C 1.437 2.330 0.318
N -0.035 2.486 -0.021
C -0.393 3.873 -0.306
C 0.237 4.511 -1.362
C -0.044 5.825 -1.667
C -0.966 6.522 -0.918
C -1.605 5.901 0.135
C -1.322 4.584 0.440
C -0.397 1.546 -1.185
C -1.864 1.678 -1.572
C -0.029 0.083 -0.959
B -0.763 1.947 1.270
H -0.413 0.859 1.535
H 3.037 3.235 1.470
H 1.788 4.369 0.967
H 1.478 3.248 2.284
H 1.997 2.398 -0.618
H 1.602 1.319 0.695
H 0.964 3.973 -1.945
H 0.460 6.304 -2.490
H -1.186 7.550 -1.153
H -2.327 6.446 0.723
H -1.830 4.114 1.265
H 0.207 1.912 -2.029
H -2.080 1.121 -2.486
H -2.511 1.280 -0.791
H -2.147 2.719 -1.741
H -0.228 -0.507 -1.856
H 1.025 -0.054 -0.717
H -0.622 -0.354 -0.157
H -0.530 2.613 2.211
H -1.930 1.926 1.141
C 3.984 -4.813 -2.162
C 4.243 -3.856 -1.197
C 3.235 -3.404 -0.377
C 1.932 -3.908 -0.508
C 0.813 -3.494 0.309
O -0.400 -4.094 0.033
C -1.499 -3.738 0.790
C -1.404 -2.777 1.825
C -2.553 -2.453 2.562
C -3.754 -3.060 2.286
C -3.847 -4.002 1.272
C -2.735 -4.337 0.535
C -0.146 -2.187 2.073
C 0.937 -2.545 1.324
C 1.696 -4.875 -1.489
C 2.707 -5.321 -2.305
H 4.777 -5.163 -2.801
H 5.240 -3.463 -1.088
H 3.456 -2.661 0.366
H -2.480 -1.723 3.350
H -4.629 -2.804 2.859
H -4.792 -4.475 1.062
H -2.795 -5.068 -0.251
H -0.048 -1.459 2.860
H 1.893 -2.094 1.519
H 0.698 -5.264 -1.589
H 2.500 -6.067 -3.053

Atoms 1-3, force components in eV/Å:
-0.1 0.3 0.3
0.5 0.3 -0.6
0.2 -1.4 0.7

Computed properties:
multiplicity = 1
frontier orbital gap = 6.33 eV
energy = -31672.0412 eV
ΔE to the lowest compared entry with this formula, charge and spin = 0.0 kJ/mol
net charge = +1
LUMO energy = -0.1862 Eh

=====

5.
C5H6O2S | ωB97M-V/def2-TZVPD

CARTESIAN COORDINATES (ANGSTROEM)
O -2.297 -1.646 0.113
C -1.909 -0.326 0.489
C -0.543 0.152 -0.116
C 0.423 -0.405 -0.882
C 1.769 0.175 -0.555
C 1.413 1.395 0.292
S 2.208 2.584 1.045
O 0.038 1.349 0.499
H -1.800 -2.295 0.520
H -2.805 0.240 0.000
H -1.578 -0.224 1.662
H 0.291 -1.248 -1.470
H 2.189 0.492 -1.490
H 2.601 -0.244 -0.106

Atoms 1-3, force components in eV/Å:
-1.1 2.6 -1.1
0.7 0.7 -0.1
1.8 0.4 -0.2

Computed properties:
multiplicity = 1
frontier orbital gap = 9.09 eV
energy = -20209.7746 eV
ΔE to the lowest compared entry with this formula, charge and spin = 234.6 kJ/mol
LUMO energy = 0.0128 Eh
SMILES = OCC1=CCC(=S)O1

=====

6.
H22O11 | ωB97M-V/def2-TZVPD

CARTESIAN COORDINATES (ANGSTROEM)
O 39.415 46.905 7.928
H 40.045 47.113 7.401
H 39.032 47.678 8.330
O 36.303 45.144 11.166
H 36.731 45.533 11.867
H 36.988 45.242 10.488
O 38.110 48.392 9.182
H 37.792 49.184 8.790
H 38.941 48.649 9.477
O 40.424 49.103 10.307
H 41.289 48.611 10.006
H 40.227 48.967 11.232
O 40.667 47.923 13.055
H 41.173 48.695 13.258
H 39.889 47.901 13.712
O 37.755 47.529 11.768
H 38.021 47.633 10.945
H 36.960 47.983 11.808
O 36.594 48.293 14.886
H 36.433 49.237 15.080
H 36.006 48.098 14.106
O 40.289 45.756 11.658
H 39.688 45.398 10.999
H 40.029 46.576 12.020
O 38.715 44.913 9.647
H 39.077 45.738 9.177
H 38.801 44.099 9.269
O 37.620 45.816 14.107
H 38.366 45.704 14.720
H 37.919 46.619 13.506
O 34.841 48.155 11.924
H 34.453 49.017 12.151
H 34.183 47.535 11.464

Atoms 1-3, force components in eV/Å:
-5.0 -3.7 4.3
6.6 1.9 -5.4
-0.7 0.3 -0.4

Computed properties:
multiplicity = 1
frontier orbital gap = 9.82 eV
energy = -22877.9888 eV
ΔE to the lowest compared entry with this formula, charge and spin = 340.1 kJ/mol
LUMO energy = -0.0009 Eh
SMILES = O.O.O.O.O.O.O.O.O.O.O

=====

7.
C2H2N4O4 | ωB97M-V/def2-TZVPD

CARTESIAN COORDINATES (ANGSTROEM)
N 0.307 2.270 0.090
C 1.124 1.488 0.250
N 1.910 0.473 0.613
N 2.800 -0.147 -0.008
O 3.331 0.120 -1.058
O 3.177 -1.289 0.654
H 2.335 -1.403 1.233
O -0.368 -1.830 0.504
C -0.970 -0.847 0.338
N -1.893 -0.118 0.133
O -2.102 1.181 0.076
H -1.195 1.719 -0.056

Atoms 1-3, force components in eV/Å:
-0.6 1.1 -0.3
2.1 -1.8 -0.5
-1.5 0.4 2.0

Computed properties:
multiplicity = 1
frontier orbital gap = 7.84 eV
energy = -16249.0953 eV
ΔE to the lowest compared entry with this formula, charge and spin = 255.2 kJ/mol
LUMO energy = -0.0594 Eh
SMILES = N#C/N=[N+](\[O-])O.O=C=NO

=====

8.
C8H12CuF6N2O2P | ωB97M-V/def2-TZVPD

CARTESIAN COORDINATES (ANGSTROEM)
Cu 0.191 -1.774 -2.701
O -2.524 0.917 -2.872
H -3.081 1.479 -2.297
O -1.757 -4.555 -4.654
H -1.610 -5.270 -5.304
P -4.046 -2.516 2.903
F -3.346 -1.215 3.521
F -2.820 -2.738 1.847
F -3.410 -3.353 4.226
F -4.831 -3.850 2.300
F -5.445 -2.181 3.766
F -4.821 -1.681 1.769
N -0.296 4.460 -0.074
C -0.378 5.779 -0.361
C 0.102 6.524 0.724
C 0.423 5.615 1.741
C 0.092 4.345 1.225
H -0.576 3.718 -0.700
H -0.715 6.114 -1.331
H 0.200 7.598 0.671
H 0.796 5.754 2.745
H 0.139 3.378 1.702
N 3.652 -3.662 -0.294
C 3.433 -2.414 0.197
C 3.809 -1.466 -0.784
C 4.194 -2.162 -1.933
C 3.985 -3.536 -1.642
H 3.366 -4.516 0.163
H 3.031 -2.276 1.190
H 3.760 -0.398 -0.633
H 4.541 -1.700 -2.845
H 3.943 -4.417 -2.265

Atoms 1-3, force components in eV/Å:
-1.0 0.0 -0.3
0.3 0.3 0.1
0.5 -0.5 -0.1

Computed properties:
multiplicity = 1
frontier orbital gap = 4.04 eV
energy = -85799.2135 eV
ΔE to the lowest compared entry with this formula, charge and spin = 590.0 kJ/mol
net charge = -2
LUMO energy = 0.0864 Eh

=====

no.,strongest force on any atom (eV Å⁻¹)
1,4.5
2,2.1
3,1.5
4,2.2
5,3.8
6,8.8
7,3.3
8,2.6